No. 1
A molecular structure, C15H18N2O2S2 at a distorted geometry, computed with ωB97M-V/def2-TZVPD.

Properties
- Gap between HOMO and LUMO: 6.78 eV
- HOMO level: -7.29 eV

```
! wB97M-V def2-TZVPD RIJCOSX def2/J DEFGRID3
* xyz 0 1
O 0.942 -0.005 1.890
S 0.135 0.770 0.978
O 0.911 1.382 0.031
N -1.103 -0.245 0.237
C -1.232 -0.392 -1.265
C -2.038 0.127 -2.079
C -1.858 0.188 -3.538
C -0.839 -0.444 -3.904
C 0.230 -0.940 -3.152
C 0.109 -0.867 -1.776
N 1.296 -1.500 -0.842
C 2.552 -1.555 -1.327
C 2.797 -2.716 -2.040
C 2.774 -3.833 -0.873
C 1.132 -3.899 -0.546
C 0.961 -2.396 -0.085
H -0.264 -2.299 0.161
H 1.483 -2.199 0.838
H 0.990 -4.595 0.346
H 0.742 -3.976 -1.452
H 2.923 -4.897 -1.380
H 3.527 -3.699 -0.087
H 4.163 -2.686 -2.106
H 2.629 -2.877 -2.914
H 2.602 -0.785 -1.879
H 3.096 -1.127 -0.389
H 1.054 -1.108 -3.774
H -0.608 -0.371 -4.858
H -2.667 0.490 -4.057
H -2.919 0.574 -1.511
H -1.922 -0.062 0.682
C -0.844 1.805 1.733
C -1.162 3.108 1.290
C -2.036 3.826 2.081
C -2.111 3.146 3.292
S -1.146 1.606 3.525
H -2.750 3.360 4.303
H -2.183 4.937 1.941
H -0.903 3.404 0.271
*
```



No. 2
A molecular structure, C15H18N2O4S at a distorted geometry, computed with ωB97M-V/def2-TZVPD.

Properties
- Gap between HOMO and LUMO: 7.14 eV
- HOMO level: -8.00 eV

```
! wB97M-V def2-TZVPD RIJCOSX def2/J DEFGRID3
* xyz 0 1
C -2.283 -2.604 1.517
C -3.434 -1.789 1.675
H -3.419 -1.234 2.644
H -4.429 -2.427 1.529
O -3.627 -0.857 0.615
C -4.227 -1.001 -0.382
O -4.773 -2.069 -0.616
C -4.093 0.344 -1.447
N -3.109 1.259 -0.950
C -3.351 2.404 -0.340
O -4.548 3.124 -0.261
S -2.014 3.327 0.144
C -0.878 1.657 -0.312
C 0.452 1.989 0.106
C 1.474 0.961 -0.266
C 2.752 1.205 0.319
N 3.592 -0.015 -0.079
C 2.698 -0.877 -0.584
C 1.567 -0.235 -0.745
H 0.563 -0.803 -0.921
C 3.195 -2.149 -1.212
H 3.853 -1.940 -1.770
H 3.702 -2.583 -0.248
H 2.343 -2.678 -1.323
C 4.973 0.213 -0.183
H 5.578 0.852 -0.503
H 5.239 -0.045 1.115
H 5.360 -0.761 -0.329
C 3.382 2.401 0.901
H 2.759 3.168 1.066
H 4.220 2.963 0.061
H 3.931 2.158 1.598
H 0.769 2.873 0.550
C -1.751 0.683 -0.827
O -1.440 -0.341 -1.236
H -3.801 0.193 -2.303
H -5.003 0.857 -1.489
H -1.452 -1.953 1.764
H -2.283 -3.353 2.188
H -2.487 -2.917 0.534
*
```



No. 3
C15H18N2OS in the gas phase at a distorted geometry, computed with ωB97M-V/def2-TZVPD.

Properties
- Gap between HOMO and LUMO: 7.77 eV
- SMILES: CCc1c[nH]c(=O)c(N)c1Sc1cc(C)cc(C)c1
- HOMO level: -7.24 eV

```
! wB97M-V def2-TZVPD RIJCOSX def2/J DEFGRID3
* xyz 0 1
O 0.984 4.149 -0.029
S -1.338 -0.597 0.448
C -0.008 3.452 0.025
C -1.140 1.239 0.279
C 0.007 1.947 -0.126
C -2.281 3.387 0.676
C -2.366 1.975 0.745
C 1.303 -1.424 0.664
C 0.294 -1.875 -1.409
C 2.662 -2.400 -1.159
C 0.175 -1.325 -0.174
C 2.517 -1.875 0.141
C 1.395 -2.505 -1.934
N 1.169 1.285 -0.559
N -1.219 4.115 0.093
C 3.722 -1.875 1.033
C 1.258 -3.282 -3.266
C -3.572 0.643 2.394
C -3.645 1.360 1.014
H -3.229 3.843 1.034
H 1.228 -1.016 1.666
H -0.589 -1.834 -2.008
H 3.670 -2.835 -1.391
H 1.992 1.770 -0.333
H 1.227 0.269 -0.342
H -1.181 5.099 -0.040
H 4.628 -1.481 0.579
H 3.949 -2.823 1.435
H 3.505 -1.208 1.819
H 1.154 -2.625 -4.192
H 0.416 -3.879 -3.170
H 2.135 -3.783 -3.417
H -3.101 -0.355 2.267
H -2.855 1.159 3.033
H -4.484 0.604 2.885
H -3.949 0.572 0.252
H -4.433 2.129 1.065
*
```



No. 4
A molecular structure, C15H18N4O4 at a distorted geometry, computed with ωB97M-V/def2-TZVPD.

Properties
- Gap between HOMO and LUMO: 9.12 eV
- HOMO level: -8.70 eV

```
! wB97M-V def2-TZVPD RIJCOSX def2/J DEFGRID3
* xyz 0 1
C -2.321 1.298 -0.839
C -1.088 0.508 -1.240
C -3.567 0.416 -0.801
C -3.264 -0.856 -0.041
C -3.165 -0.989 1.245
C -2.286 -2.631 0.130
C -0.105 0.802 1.033
C 0.508 2.146 0.814
C 0.927 -0.099 1.867
C 2.081 -0.413 0.976
C 3.108 0.494 0.741
C 2.017 -1.612 0.194
C 4.243 0.342 -0.102
C 2.896 -1.525 -0.891
C 4.122 -0.832 -0.858
H -2.022 3.222 -1.500
H -2.658 2.006 -2.681
H -2.087 1.784 0.118
H -4.498 0.950 -0.533
H -3.853 -0.026 -1.822
H -3.457 -0.169 1.968
H -1.918 -3.637 -0.196
H -2.212 -2.828 2.184
H 0.541 -0.485 -0.422
H -1.060 0.802 1.626
H 1.289 0.530 2.613
H 0.456 -0.935 2.419
H 3.144 1.215 1.492
H 1.151 -2.341 0.273
H 5.085 0.858 -0.209
H 2.915 -2.226 -1.774
H 5.972 -0.940 -1.247
H 1.543 2.960 -0.548
N -2.664 2.411 -1.674
N -2.861 -1.925 -0.755
N -2.532 -2.259 1.378
N -0.326 0.033 -0.216
O -1.024 0.122 -2.385
O 0.901 2.943 1.681
O 5.118 -1.334 -1.633
O 0.951 2.218 -0.383
*
```



No. 5
2 unconnected molecules or ions with the total composition C15H18O at a distorted geometry, computed with ωB97M-V/def2-TZVPD.

Properties
- Gap between HOMO and LUMO: 8.91 eV
- SMILES: Cc1ccc(O)cc1.CCc1ccccc1
- HOMO level: -8.13 eV

```
! wB97M-V def2-TZVPD RIJCOSX def2/J DEFGRID3
* xyz 0 1
C -3.215 0.618 -2.126
C -2.462 1.136 -3.340
C -2.504 -0.321 -1.239
C -3.129 -0.883 -0.150
C -1.244 -0.885 -1.617
C -2.478 -1.778 0.726
C -0.613 -1.795 -0.767
C -1.247 -2.298 0.348
H -3.545 1.633 -1.655
H -4.173 0.232 -2.536
H -2.532 0.435 -4.181
H -4.050 -0.428 0.228
H -0.755 -0.598 -2.538
H -3.120 -1.962 1.583
H 0.416 -2.008 -1.018
H -0.846 -3.046 1.015
H -1.381 1.238 -3.199
H -2.917 2.064 -3.725
C 1.178 3.390 1.179
C 1.658 1.999 1.178
C 1.700 1.226 -0.030
C 1.918 1.277 2.318
C 2.393 0.055 -0.117
C 2.339 -0.072 2.358
C 2.685 -0.626 1.144
O 3.223 -1.892 1.093
H 1.690 3.936 0.342
H 1.272 4.010 2.059
H 1.496 1.751 -0.946
H 1.800 1.539 3.363
H 2.669 -0.495 -1.009
H 2.182 -0.660 3.248
H 3.612 -2.062 0.231
H 0.169 3.396 0.777
*
```



No. 6
2 unconnected molecules or ions with the total composition C15H18O at a distorted geometry, computed with ωB97M-V/def2-TZVPD.

Properties
- Gap between HOMO and LUMO: 9.28 eV
- SMILES: Cc1ccc(O)cc1.CCc1ccccc1
- HOMO level: -8.52 eV

```
! wB97M-V def2-TZVPD RIJCOSX def2/J DEFGRID3
* xyz 0 1
C -1.020 -0.521 -0.556
C -2.092 -0.286 -1.634
C -1.390 -1.158 0.758
C -2.650 -0.959 1.307
C -0.366 -1.569 1.620
C -2.899 -1.130 2.671
C -0.569 -1.674 2.985
C -1.825 -1.385 3.500
H -0.105 -0.897 -1.021
H -0.641 0.463 -0.264
H -3.097 -0.250 -1.204
H -3.452 -0.538 0.715
H 0.574 -1.874 1.177
H -3.936 -1.181 2.982
H 0.202 -1.935 3.697
H -1.974 -1.362 4.576
H -2.040 -1.063 -2.392
H -2.022 0.740 -1.987
C 0.906 3.112 -2.019
C 1.491 1.858 -1.449
C 1.593 1.646 -0.086
C 1.917 0.826 -2.288
C 1.944 0.374 0.420
C 2.475 -0.339 -1.821
C 2.552 -0.513 -0.433
O 3.084 -1.694 0.028
H -0.054 2.906 -2.496
H 1.596 3.640 -2.681
H 1.406 2.426 0.643
H 1.826 0.916 -3.370
H 1.547 0.238 1.417
H 2.925 -1.138 -2.395
H 3.489 -1.544 0.883
H 0.604 3.867 -1.284
*
```



No. 7
2 unconnected molecules or ions with the total composition C15H18O at a distorted geometry, computed with ωB97M-V/def2-TZVPD.

Properties
- Gap between HOMO and LUMO: 9.22 eV
- SMILES: CCc1ccc(O)cc1.Cc1ccccc1
- HOMO level: -8.40 eV

```
! wB97M-V def2-TZVPD RIJCOSX def2/J DEFGRID3
* xyz 0 1
C 3.724 1.518 0.753
C 4.958 1.144 -0.041
C 2.488 1.544 -0.284
C 2.018 2.811 -0.716
C 2.062 0.268 -0.804
C 0.827 2.666 -1.403
C 0.764 0.308 -1.360
C 0.101 1.468 -1.558
O -1.190 1.413 -2.168
H 3.369 0.914 1.601
H 3.656 2.548 1.143
H 5.875 1.263 0.709
H 2.355 3.885 -0.435
H 2.732 -0.537 -0.603
H 0.515 3.675 -1.775
H 0.297 -0.677 -1.616
H -1.760 0.831 -1.617
H 5.341 1.729 -0.795
H 5.046 0.045 -0.053
C -1.062 -2.007 1.912
C -4.507 -0.725 0.714
C -3.386 -0.956 1.533
C -4.529 -1.463 -0.480
C -2.332 -1.837 1.227
C -3.557 -2.485 -0.816
C -2.535 -2.737 0.123
H -5.364 -0.105 0.949
H -3.376 -0.384 2.563
H -5.173 -1.162 -1.245
H -3.502 -3.021 -1.728
H -1.236 -2.616 2.908
H -0.471 -1.085 2.087
H -1.743 -3.568 -0.013
H -0.404 -2.661 1.289
*
```



No. 8
A molecular structure, C15H19ClIrO at a distorted geometry, computed with ωB97M-V/def2-TZVPD.

Properties
- Expectation value of S²: 8.780
- Gap between HOMO and LUMO (spin up / spin down): 4.17 / 5.81 eV
- HOMO level (spin up / spin down): -13.07 / -15.80 eV

```
! wB97M-V def2-TZVPD RIJCOSX def2/J DEFGRID3
* xyz 2 6
C 0.245 0.737 -3.483
C 1.625 1.257 -3.333
C -0.011 -0.703 -3.316
C -0.872 1.690 -3.322
Cl 0.380 1.964 0.628
H -0.094 -1.286 -4.249
H -0.947 -0.872 -2.759
H 0.767 -1.183 -2.701
H 2.140 1.510 -4.277
H 2.276 0.537 -2.815
H 1.631 2.173 -2.722
H -1.288 2.101 -4.256
H -0.570 2.551 -2.707
H -1.712 1.228 -2.786
C 1.143 -1.227 2.596
C 0.973 -2.442 1.804
C 1.636 -2.275 0.574
H 0.422 -3.327 2.129
C 2.129 -0.967 0.468
C 1.909 -0.268 1.702
H 2.524 0.573 2.016
H 1.173 -1.219 3.686
H 1.781 -3.054 -0.176
H 2.647 -0.560 -0.394
C -2.117 1.048 2.247
C -1.923 -0.214 2.979
C -2.084 -1.262 1.994
H -1.833 -0.294 4.056
C -2.198 -0.668 0.713
C -2.301 0.727 0.857
H -2.540 1.433 0.078
H -2.293 2.005 2.715
H -2.207 -2.310 2.239
H -2.242 -1.196 -0.239
Ir -0.070 0.346 2.137
O 1.216 2.046 4.360
C 0.683 1.401 3.555
*
```



No. 9
5 unconnected molecules or ions with the total composition C15H19F2N3O6 at a distorted geometry, computed with ωB97M-V/def2-TZVPD.

Properties
- Gap between HOMO and LUMO: 9.21 eV
- SMILES: C[N+](=O)[O-].C[N+](=O)[O-].C[N+](=O)[O-].Fc1ccccc1.Fc1ccccc1
- HOMO level: -9.23 eV

```
! wB97M-V def2-TZVPD RIJCOSX def2/J DEFGRID3
* xyz 0 1
C 12.401 15.258 -4.886
N 11.772 15.122 -6.213
O 11.325 14.026 -6.574
O 11.557 16.149 -6.879
H 12.178 16.217 -4.418
H 13.485 15.144 -4.871
H 11.972 14.379 -4.405
C 6.101 15.204 -8.896
N 5.231 16.306 -8.296
O 5.618 16.843 -7.214
O 4.226 16.642 -8.949
H 5.779 14.935 -9.902
H 6.119 14.420 -8.139
H 7.030 15.774 -8.918
C 0.404 10.538 -5.505
N 1.867 10.842 -5.609
O 2.204 12.000 -5.523
O 2.686 9.916 -5.856
H 0.140 9.678 -6.121
H -0.080 11.394 -5.976
H 0.148 10.488 -4.447
F 8.742 11.065 -1.674
C 9.046 12.347 -1.422
C 8.380 13.292 -2.223
C 8.537 14.659 -1.892
C 9.400 15.046 -0.889
C 10.144 14.119 -0.231
C 9.975 12.747 -0.481
H 7.827 12.871 -3.050
H 8.049 15.479 -2.399
H 9.335 16.090 -0.620
H 10.916 14.291 0.504
H 10.495 12.052 0.162
F 11.070 22.368 -10.321
C 9.760 22.005 -10.215
C 8.956 22.801 -9.410
C 7.699 22.419 -8.965
C 7.144 21.194 -9.443
C 7.902 20.409 -10.277
C 9.179 20.842 -10.722
H 9.477 23.636 -8.964
H 7.111 23.160 -8.445
H 6.100 20.955 -9.302
H 7.379 19.576 -10.724
H 9.815 20.301 -11.406
*
```



No. 10
A molecular structure, C15H19F4O5PTi at a distorted geometry, computed with ωB97M-V/def2-TZVPD.

Properties
- Gap between HOMO and LUMO: 2.72 eV
- HOMO level: -14.28 eV

```
! wB97M-V def2-TZVPD RIJCOSX def2/J DEFGRID3
* xyz 2 1
C 1.292 -0.421 3.156
C 1.375 -1.797 2.300
O 2.601 -1.910 1.530
P 2.518 -1.070 0.061
O 1.826 0.299 0.142
C 1.785 -2.132 -1.333
C 0.350 -2.724 -0.981
C -0.808 -1.633 -0.972
C -2.084 -1.887 -0.384
C -3.193 -0.732 -0.474
O -4.392 -1.087 -0.655
C -2.709 0.769 -0.379
C -3.551 1.906 0.275
F -3.673 3.081 -0.536
F -3.007 2.387 1.501
C -5.045 1.451 0.614
F -5.180 0.725 1.789
F -5.864 2.662 0.759
C -1.419 1.032 -0.936
C -0.689 2.436 -0.928
C -0.636 -0.193 -1.631
O 0.020 0.035 -2.652
O 4.149 -0.821 -0.412
C 4.604 0.509 -0.034
C 4.384 1.514 -1.267
H 1.174 -0.608 4.271
H 2.243 0.174 2.908
H 0.434 0.178 2.701
H 0.441 -1.967 1.657
H 1.377 -2.646 3.077
H 1.850 -1.609 -2.345
H 2.497 -3.036 -1.419
H 0.085 -3.456 -1.831
H 0.373 -3.372 -0.037
H -2.343 -2.867 0.140
H -5.488 0.898 -0.325
H -0.394 2.767 0.130
H 0.305 2.308 -1.489
H -1.266 3.237 -1.494
H 5.743 0.425 0.105
H 4.198 0.887 0.956
H 3.380 1.267 -1.751
H 4.441 2.613 -0.980
H 5.191 1.268 -2.047
Ti -6.897 1.139 -0.780
*
```



No. 11
A molecular structure, C15H19IrN3O2S4SbSi, computed with ωB97M-V/def2-TZVPD.

Properties
- Gap between HOMO and LUMO: 5.85 eV
- HOMO level: -1.47 eV

```
! wB97M-V def2-TZVPD RIJCOSX def2/J DEFGRID3
* xyz -2 1
Ir -0.346 0.428 0.021
O 1.072 -0.034 3.886
C 0.792 -0.101 2.678
N -0.357 0.164 2.071
C -1.245 1.118 2.697
C -1.008 2.443 1.999
C -1.253 3.666 2.591
C -1.031 4.832 1.871
C -0.572 4.736 0.573
C -0.331 3.482 0.038
N -0.527 2.364 0.738
C 1.888 -0.402 1.682
C 3.089 -0.979 2.055
C 4.075 -1.148 1.099
C 3.832 -0.718 -0.198
C 2.613 -0.137 -0.496
N 1.668 0.026 0.430
H -1.063 1.210 3.770
H -2.284 0.828 2.518
H -1.622 3.692 3.609
H -1.229 5.799 2.318
H -0.437 5.606 -0.054
H 0.009 3.338 -0.979
H 3.208 -1.276 3.088
H 5.019 -1.614 1.357
H 4.570 -0.837 -0.980
H 2.351 0.201 -1.491
S -2.708 3.854 -2.381
Sb -2.408 1.580 -2.461
S -2.688 0.525 -0.322
S -0.073 1.038 -2.286
S -3.476 0.456 -4.132
C 0.060 -4.323 -0.746
Si -0.590 -2.685 -1.461
C 0.247 -2.505 -3.141
C -2.426 -2.900 -1.792
O -0.250 -1.565 -0.371
H -0.151 -5.173 -1.403
H -0.399 -4.515 0.227
H 1.143 -4.266 -0.597
H 0.109 -3.419 -3.730
H 1.322 -2.324 -3.034
H -0.178 -1.662 -3.689
H -2.623 -3.759 -2.443
H -2.819 -2.004 -2.278
H -2.971 -3.037 -0.854
*
```



No. 12
A molecular structure, C15H19MnN4O4SSe2, computed with ωB97M-V/def2-TZVPD.

Properties
- Expectation value of S²: 8.762
- Gap between HOMO and LUMO (spin up / spin down): 6.44 / 6.79 eV
- HOMO level (spin up / spin down): -3.73 / -4.08 eV

```
! wB97M-V def2-TZVPD RIJCOSX def2/J DEFGRID3
* xyz -1 6
Mn 0.076 0.334 0.013
N -1.638 -1.585 -8.294
C -1.002 -1.334 -7.073
C -1.437 -0.294 -6.253
C -0.761 0.007 -5.083
C 0.341 -0.745 -4.710
C 0.777 -1.792 -5.509
C 0.107 -2.086 -6.685
S 1.301 -0.249 -3.305
O 2.430 -1.140 -3.223
O 1.517 1.160 -3.481
N 0.341 -0.405 -2.002
C -0.133 -1.626 -1.666
N -0.594 -1.685 -0.378
C -1.107 -2.827 0.040
C -1.188 -3.950 -0.756
C -0.687 -3.810 -2.042
N -0.169 -2.688 -2.503
H -2.591 -1.272 -8.358
H -1.506 -2.511 -8.663
H -2.300 0.294 -6.548
H -1.088 0.828 -4.453
H 1.637 -2.365 -5.185
H 0.449 -2.899 -7.317
H -1.459 -2.840 1.065
H -1.612 -4.875 -0.393
H -0.702 -4.644 -2.740
O 1.107 5.060 2.885
C 0.443 3.979 3.538
C 0.276 2.780 2.580
C -0.456 1.782 3.481
O -0.711 0.512 2.904
C 1.707 2.355 2.189
Se 2.104 0.685 1.204
C -0.559 3.307 1.391
Se -1.525 2.107 0.146
H 1.194 5.784 3.509
H -0.550 4.299 3.880
H 1.018 3.657 4.415
H -1.405 2.251 3.779
H 0.158 1.650 4.384
H -1.215 -0.004 3.534
H 2.300 2.287 3.104
H 2.131 3.147 1.581
H 0.090 3.912 0.766
H -1.338 3.959 1.789
*
```



The following total energy values (in eV) correspond, in order, to the records above: -44579.8406, -37840.4324, -31708.5233, -29994.9224, -17892.9950, -17893.5084, -17891.3743, -33247.2686, -38043.0777, -69347.7848, -85032.1508, -202864.7326.